one:
DFT (ωB97M-V with the def2-TZVPD basis set) results for CClNS in the gas phase.

Structure (ORCA input):
```
! wB97M-V def2-TZVPD RIJCOSX def2/J DEFGRID3
* xyz 0 1
C -0.293 0.135 0.000
N 0.555 -0.772 0.000
S 1.230 0.978 0.000
Cl -1.900 0.477 0.000
*
```

Output
LUMO energy (eV): -0.1
SMILES string: ClC1=NS1
Kohn-Sham gap (eV): 8.852
HOMO level (eV): -8.95


two:
DFT (ωB97M-V with the def2-TZVPD basis set) results for CClNS in the gas phase.

Structure (ORCA input):
```
! wB97M-V def2-TZVPD RIJCOSX def2/J DEFGRID3
* xyz 0 1
C 0.024 0.097 -0.042
N -0.814 0.951 0.044
S -1.327 -0.910 0.000
Cl 2.117 -0.138 -0.001
*
```

Output
LUMO energy (eV): -2.3
SMILES string: ClC1=NS1
Kohn-Sham gap (eV): 7.518
HOMO level (eV): -9.77


three:
DFT (ωB97M-V with the def2-TZVPD basis set) results for CClNS as an isolated structure.

Structure (ORCA input):
```
! wB97M-V def2-TZVPD RIJCOSX def2/J DEFGRID3
* xyz 0 1
C 0.686 -0.220 -0.039
N -0.227 -1.083 0.030
S 1.170 1.187 0.010
Cl -1.629 0.116 -0.001
*
```

Output
LUMO energy (eV): -1.9
Kohn-Sham gap (eV): 8.073
HOMO level (eV): -9.98


Verdict on stability: two comes out at the bottom.


one:
DFT (ωB97M-V with the def2-TZVPD basis set) results for C4H7OP in the gas phase.

Structure (ORCA input):
```
! wB97M-V def2-TZVPD RIJCOSX def2/J DEFGRID3
* xyz 0 1
C 0.497 1.223 -0.250
C -0.817 1.449 -0.099
C 0.876 -0.247 -0.123
C -0.406 -1.090 -0.397
O -3.124 -0.128 -0.253
P -1.723 0.001 0.208
H 1.243 2.034 -0.357
H -1.233 2.451 -0.174
H 1.622 -0.604 -0.712
H 1.143 -0.255 0.990
H -0.487 -1.471 -1.341
H -0.216 -1.927 0.335
H -1.578 -0.450 1.763
*
```

Output
LUMO energy (eV): 0.7
SMILES string: O=[P@@H]1C=CCC1
Kohn-Sham gap (eV): 10.603
HOMO level (eV): -9.91


two:
DFT (ωB97M-V with the def2-TZVPD basis set) results for C4H7OP as an isolated structure.

Structure (ORCA input):
```
! wB97M-V def2-TZVPD RIJCOSX def2/J DEFGRID3
* xyz 0 1
C 1.057 0.404 -0.939
C 1.544 -0.605 -0.206
C 0.024 1.048 -0.173
C -0.607 -0.269 0.396
O -1.777 0.660 1.415
P 0.484 -1.598 0.890
H 1.693 0.905 -1.764
H 2.489 -0.932 -0.543
H 0.216 1.722 0.634
H -0.997 1.339 -0.845
H -2.774 0.600 1.487
H -1.392 -0.821 -0.079
H 0.040 -2.453 -0.272
*
```

Output
LUMO energy (eV): 0.4
Kohn-Sham gap (eV): 9.619
HOMO level (eV): -9.21


Verdict on stability: two comes out at the bottom.


one:
DFT (ωB97M-V with the def2-TZVPD basis set) results for C4H9NO3 in the gas phase.

Structure (ORCA input):
```
! wB97M-V def2-TZVPD RIJCOSX def2/J DEFGRID3
* xyz 0 1
O 1.077 -2.025 -0.296
C -0.034 -1.625 -0.093
O -1.076 -2.424 0.207
C -0.471 -0.167 -0.144
C 0.474 0.598 0.797
C 0.044 2.036 1.049
O 0.366 2.901 -0.052
N -0.348 0.280 -1.523
H -0.864 -3.369 0.169
H -1.483 -0.137 0.269
H 0.624 0.009 1.708
H 1.426 0.614 0.258
H -1.035 2.081 1.174
H 0.546 2.411 1.934
H 1.330 2.958 -0.076
H -1.254 0.486 -1.926
H 0.157 1.163 -1.574
*
```

Output
LUMO energy (eV): 0.8
SMILES string: N[C@H](CCO)C(=O)O
Kohn-Sham gap (eV): 10.177
HOMO level (eV): -9.42


two:
DFT (ωB97M-V with the def2-TZVPD basis set) results for C4H9NO3 in the gas phase.

Structure (ORCA input):
```
! wB97M-V def2-TZVPD RIJCOSX def2/J DEFGRID3
* xyz 0 1
C 1.519 -1.100 -0.541
C 1.194 0.363 -0.491
O 0.201 0.327 1.541
O 2.005 1.216 -0.844
H 0.474 1.239 1.735
H 1.061 -1.656 0.275
H 1.220 -1.522 -1.502
H 2.596 -1.228 -0.407
C -1.727 -0.885 0.482
C -1.019 0.442 0.483
O -0.390 2.117 -1.012
N -0.257 0.746 -0.660
H 0.534 2.340 -1.269
H -1.661 1.272 0.785
H -1.050 -1.725 0.328
H -2.456 -0.908 -0.335
H -2.243 -1.038 1.432
*
```

Output
LUMO energy (eV): 0.8
SMILES string: CC(=O)N(O)[C@@H](C)O
Kohn-Sham gap (eV): 9.806
HOMO level (eV): -8.99


Verdict on stability: two comes out at the bottom.


one:
DFT (ωB97M-V with the def2-TZVPD basis set) results for C4H9NO3 in the gas phase.

Structure (ORCA input):
```
! wB97M-V def2-TZVPD RIJCOSX def2/J DEFGRID3
* xyz 0 1
C 1.475 -1.025 0.339
C 0.564 0.057 0.913
O -0.753 -0.875 1.567
O 0.986 0.891 1.700
H -0.473 -1.779 1.771
H 1.916 -1.564 1.178
H 0.945 -1.720 -0.311
H 2.283 -0.547 -0.216
C 0.183 0.953 -1.549
C -0.501 0.650 -0.224
O -2.669 -0.088 0.024
N -1.431 -0.391 -0.307
H -2.690 0.777 0.487
H -0.912 1.553 0.247
H 1.041 1.600 -1.355
H -0.495 1.467 -2.232
H 0.531 0.040 -2.032
*
```

Output
LUMO energy (alpha / beta) (eV): -1.3 / -1.3
Kohn-Sham gap (alpha / beta) (eV): 7.570 / 7.571
HOMO level (alpha / beta) (eV): -8.84 / -8.84


two:
DFT (ωB97M-V with the def2-TZVPD basis set) results for C4H9NO3 in the gas phase.

Structure (ORCA input):
```
! wB97M-V def2-TZVPD RIJCOSX def2/J DEFGRID3
* xyz 0 1
C -1.282 -0.206 -0.460
C -0.695 -0.292 0.890
C 1.166 -0.023 0.777
C 1.726 1.129 -0.018
O -2.385 -1.003 -0.760
O -1.555 1.111 -0.821
N 0.004 -0.804 -1.237
O 0.059 -2.025 -1.202
H -2.271 -1.818 -0.231
H -1.735 1.102 -1.773
H -0.763 -1.284 1.333
H -0.952 0.502 1.587
H 1.201 0.235 1.839
H 1.793 -0.914 0.710
H 1.016 1.956 -0.092
H 2.627 1.515 0.472
H 2.047 0.819 -1.014
*
```

Output
LUMO energy (eV): -0.1
SMILES string: CCCC(O)(O)N=O
Kohn-Sham gap (eV): 8.780
HOMO level (eV): -8.84


three:
DFT (ωB97M-V with the def2-TZVPD basis set) results for C4H9NO3 in the gas phase.

Structure (ORCA input):
```
! wB97M-V def2-TZVPD RIJCOSX def2/J DEFGRID3
* xyz 0 1
O -0.487 -1.691 -1.431
C -1.643 -1.068 -1.062
N -1.711 0.008 0.352
C -0.392 0.488 0.589
C 0.400 0.957 -0.700
O 1.447 1.881 -0.392
C 0.524 -0.513 1.328
O 1.852 -0.073 1.625
H -2.436 -1.810 -0.939
H -2.060 -0.395 -1.788
H -0.479 1.308 1.266
H -0.305 1.347 -1.357
H 0.775 0.032 -1.260
H 1.562 2.544 -1.027
H 0.467 -1.461 0.701
H 0.000 -0.787 2.306
H 2.485 -0.769 1.790
*
```

Output
LUMO energy (eV): -3.2
Kohn-Sham gap (eV): 5.681
HOMO level (eV): -8.91


Verdict on stability: three comes out at the bottom.


one:
DFT (ωB97M-V with the def2-TZVPD basis set) results for C4H9NO3 in the gas phase.

Structure (ORCA input):
```
! wB97M-V def2-TZVPD RIJCOSX def2/J DEFGRID3
* xyz 0 1
C 0.572 -0.210 1.171
C 2.808 0.232 0.491
C -2.156 0.145 -1.557
N -1.411 0.054 -0.316
C -0.080 -0.258 -0.227
O 1.731 0.596 1.343
O -2.149 0.461 0.805
O 0.571 -0.606 -1.217
H -2.804 -0.255 0.899
H -0.145 0.135 1.919
H 0.814 -1.244 1.449
H 2.652 0.646 -0.509
H 2.936 -0.854 0.444
H 3.725 0.672 0.894
H -1.491 0.085 -2.422
H -2.710 1.088 -1.581
H -2.863 -0.688 -1.586
*
```

Output
LUMO energy (eV): 0.6
SMILES string: COCC(=O)N(C)O
Kohn-Sham gap (eV): 9.958
HOMO level (eV): -9.40


two:
DFT (ωB97M-V with the def2-TZVPD basis set) results for C4H9NO3 in the gas phase.

Structure (ORCA input):
```
! wB97M-V def2-TZVPD RIJCOSX def2/J DEFGRID3
* xyz 0 1
C -0.845 -1.576 0.529
C -0.103 -0.221 0.820
C 1.461 -0.224 0.868
O 2.110 -1.134 -0.029
N -0.765 0.882 0.061
C -0.245 1.344 -1.156
O -1.377 2.160 -1.535
O 0.809 1.417 -1.748
H -0.422 -2.507 0.866
H -1.918 -1.508 0.682
H -0.806 -1.770 -0.637
H -0.261 0.158 1.889
H 1.614 -0.713 1.758
H 1.907 0.893 0.599
H 1.661 -0.989 -0.915
H -1.700 0.997 0.283
H -1.120 2.790 -2.335
*
```

Output
LUMO energy (eV): 0.6
SMILES string: C[C@@H](CO)NC(=O)O
Kohn-Sham gap (eV): 10.813
HOMO level (eV): -10.19


Verdict on stability: one comes out at the bottom.


one:
DFT (ωB97M-V with the def2-TZVPD basis set) results for a 2-piece molecular cluster, C4H9NO3 overall.

Structure (ORCA input):
```
! wB97M-V def2-TZVPD RIJCOSX def2/J DEFGRID3
* xyz 0 1
O 0.449 3.110 -0.856
C 0.405 2.269 -0.006
C 0.366 0.753 -0.238
C -1.093 0.328 -0.211
C -1.315 -1.162 -0.407
O -2.305 -1.727 -0.027
N 1.120 0.033 0.770
H 0.354 2.522 1.077
H 0.826 0.560 -1.196
H -1.569 0.620 0.726
H -1.651 0.818 -1.015
H -0.525 -1.708 -0.954
H 0.861 0.243 1.730
H 2.117 0.165 0.677
H 2.281 -2.950 -0.197
H 1.338 -2.024 0.544
O 1.734 -2.909 0.597
*
```

Output
LUMO energy (eV): 0.5
SMILES string: N[C@H](C=O)CC=O.O
Kohn-Sham gap (eV): 10.303
HOMO level (eV): -9.85


two:
DFT (ωB97M-V with the def2-TZVPD basis set) results for a 2-piece molecular cluster, C4H9NO3 overall.

Structure (ORCA input):
```
! wB97M-V def2-TZVPD RIJCOSX def2/J DEFGRID3
* xyz 0 1
C -0.179 -2.060 0.404
N 0.051 -1.113 -0.521
C -0.866 1.195 -0.228
C 0.401 0.299 -0.079
C 0.994 0.557 1.350
O 0.739 -0.036 2.826
O -1.041 -2.936 0.550
H 0.467 -1.851 1.340
H -0.332 -1.195 -1.418
H -0.530 2.166 0.021
H -1.700 0.811 0.313
H -1.087 1.283 -1.321
H 1.144 0.567 -0.751
H 2.121 0.573 1.453
H -0.887 0.695 -4.105
H 1.352 0.515 3.335
O -0.645 0.529 -3.170
*
```

Output
LUMO energy (eV): -4.5
Kohn-Sham gap (eV): 3.371
HOMO level (eV): -7.83


three:
DFT (ωB97M-V with the def2-TZVPD basis set) results for a 2-piece molecular cluster, C4H9NO3 overall.

Structure (ORCA input):
```
! wB97M-V def2-TZVPD RIJCOSX def2/J DEFGRID3
* xyz 0 1
C 1.042 -0.005 -0.400
C -2.715 1.565 0.761
C 2.109 -0.853 -1.109
N -1.534 1.223 0.537
C -0.002 -0.943 0.181
O 1.584 0.770 0.638
O -0.814 -1.464 -0.730
O -0.018 -1.245 1.349
H 1.490 0.252 1.452
H -1.456 -2.057 -0.307
H -0.810 1.856 0.882
H 0.569 0.672 -1.116
H -3.504 0.909 0.409
H -3.047 2.473 1.280
H 2.950 -0.220 -1.363
H 2.459 -1.645 -0.455
H 1.697 -1.289 -2.010
*
```

Output
LUMO energy (eV): 0.8
SMILES string: C[C@H](O)C(=O)O.C=N
Kohn-Sham gap (eV): 10.831
HOMO level (eV): -10.05


Verdict on stability: two comes out at the bottom.